No. 1
The following is a quantum chemistry calculation of C4H9Cl6Hg2O as an isolated structure, from the OMol25 dataset.

```
22
Properties=species:S:1:pos:R:3:mulliken_charge:R:1
Hg -21.042 -24.052 16.643 0.605
Hg -25.322 -19.601 17.049 0.652
C -19.805 -18.625 18.277 -0.351
O -20.813 -19.603 18.031 -0.121
H -19.645 -18.529 19.351 0.312
H -18.764 -18.894 18.096 0.305
H -19.991 -17.665 17.796 0.291
C -15.251 -13.800 18.359 -0.193
Cl -14.251 -12.517 19.157 0.050
Cl -15.139 -13.544 16.561 0.007
H -15.002 -14.834 18.597 0.302
H -16.294 -13.557 18.564 0.265
C -12.998 -19.938 14.745 -0.187
Cl -12.291 -19.819 13.109 0.046
Cl -12.109 -18.997 15.899 0.023
H -14.023 -19.576 14.670 0.276
H -13.009 -20.984 15.051 0.314
C -21.867 -19.241 25.366 -0.193
Cl -23.276 -20.275 25.822 0.030
Cl -22.472 -17.974 24.252 -0.013
H -21.438 -18.839 26.284 0.312
H -21.174 -19.872 24.810 0.266
```

gap between HOMO and LUMO	1.131	eV
energy above the lowest of the compared OMol25 structures with the same formula, charge and spin	128.7	kcal/mol
LUMO level	-0.569	Eh
electronic energy	-3299.47830	Eh
2S+1	1
total charge	+3

No. 2
The following is a quantum chemistry calculation of a 3-piece molecular cluster, C4H9ClN2O overall, from the OMol25 dataset.

```
17
Properties=species:S:1:pos:R:3:mulliken_charge:R:1
C 1.414 1.338 -0.413 -0.723
C 0.725 -1.121 -0.028 0.330
C -0.656 -0.703 0.470 0.037
C -1.570 -0.621 -0.939 -0.622
H 2.319 1.931 -0.737 0.305
H 1.366 1.686 0.654 0.170
H 0.422 1.698 -0.999 0.302
H 2.478 -0.538 -0.500 0.319
H -0.828 -1.577 1.023 0.411
H -1.169 0.036 2.645 0.290
H 0.158 1.476 1.299 0.283
H -1.721 -1.631 -1.490 0.340
H -1.332 0.145 -1.536 0.371
N 1.485 -0.102 -0.746 -0.283
N -1.011 0.477 1.311 -0.668
O 1.333 -2.209 0.240 -0.624
Cl -3.412 -0.284 -0.256 -0.239
```

gap between HOMO and LUMO	9.446	eV
energy above the lowest of the compared OMol25 structures with the same formula, charge and spin	150.2	kcal/mol
LUMO level	-0.001	Eh
electronic energy	-802.52097	Eh
2S+1	1
total charge	0

No. 3
The following is a quantum chemistry calculation of C4H9ClN2O as an isolated structure, from the OMol25 dataset.

```
17
Properties=species:S:1:pos:R:3:mulliken_charge:R:1
C 0.374 1.184 -1.196 -0.482
C -0.556 -0.633 -0.160 0.470
C 0.867 -0.715 0.442 0.118
C 1.305 0.413 1.361 -1.161
H 1.361 0.704 -0.423 0.200
H 0.283 2.459 -1.319 0.163
H 0.356 0.854 -2.452 0.208
H -2.848 -0.109 -0.861 0.238
H -3.507 -1.560 -0.306 0.206
H 0.825 -1.517 1.249 0.331
H 1.490 1.427 1.147 0.353
H 0.614 0.233 2.240 0.331
H 2.262 0.256 1.855 0.388
N -1.493 -1.464 0.049 -0.432
N -2.695 -0.939 -0.263 -0.352
O -0.807 0.698 -0.504 -0.396
Cl 2.169 -1.294 -0.859 -0.181
```

gap between HOMO and LUMO	9.301	eV
energy above the lowest of the compared OMol25 structures with the same formula, charge and spin	122.7	kcal/mol
LUMO level	0.028	Eh
electronic energy	-802.56476	Eh
2S+1	1
total charge	0

No. 4
The following is a quantum chemistry calculation of an isolated molecule of C4H9ClN2S, from the OMol25 dataset.

```
17
Properties=species:S:1:pos:R:3:mulliken_charge:R:1
C -1.933 1.417 0.562 -0.640
N -2.530 0.598 -0.478 -0.474
C -1.943 -0.392 -0.969 0.102
N -0.692 -0.987 -0.706 -0.291
S -0.029 -1.190 0.858 -0.039
C 1.428 -0.125 0.787 -0.574
C 2.428 -0.591 -0.256 -0.514
Cl 3.852 0.487 -0.305 -0.211
H -2.016 0.929 1.547 0.311
H -0.860 1.590 0.371 0.120
H -2.468 2.382 0.599 0.294
H -2.459 -0.928 -1.770 0.289
H -0.512 -1.779 -1.294 0.293
H 1.853 -0.146 1.776 0.402
H 1.120 0.906 0.556 0.275
H 1.994 -0.567 -1.239 0.320
H 2.768 -1.603 -0.037 0.336
```

gap between HOMO and LUMO	9.855	eV
energy above the lowest of the compared OMol25 structures with the same formula, charge and spin	0.8	kcal/mol
LUMO level	0.021	Eh
SMILES	C/N=C\NSCCCl
electronic energy	-1125.67280	Eh
2S+1	1
total charge	0

No. 5
The following is a quantum chemistry calculation of an isolated molecule of C4H9ClO, from the OMol25 dataset.

```
15
Properties=species:S:1:pos:R:3:mulliken_charge:R:1
C -1.548 -1.196 -1.901 -0.783
O -0.980 -0.088 -1.362 -0.375
C -0.115 -0.337 -0.306 0.364
C -0.627 -1.277 0.748 -1.428
C 0.194 1.021 0.149 -0.511
Cl 1.609 1.079 1.318 -0.217
H -2.375 -1.635 -1.262 0.246
H -1.952 -1.006 -2.885 0.280
H -0.849 -2.018 -1.991 0.353
H 0.808 -0.736 -0.718 0.263
H -1.532 -0.938 1.257 0.356
H 0.138 -1.327 1.524 0.425
H -0.824 -2.296 0.504 0.404
H -0.787 1.402 0.668 0.287
H 0.434 1.654 -0.750 0.337
```

gap between HOMO and LUMO	11.053	eV
energy above the lowest of the compared OMol25 structures with the same formula, charge and spin	20.7	kcal/mol
LUMO level	0.036	Eh
SMILES	CO[C@H](C)CCl
electronic energy	-693.20562	Eh
2S+1	1
total charge	0

No. 6
The following is a quantum chemistry calculation of a 2-piece molecular cluster, C4H9ClOS overall, from the OMol25 dataset.

```
16
Properties=species:S:1:pos:R:3:mulliken_charge:R:1
C 1.773 2.015 -0.331 -0.919
C 0.772 1.170 -0.092 1.021
C -0.589 1.662 0.183 -1.273
C 0.870 -0.331 0.059 -1.113
H 2.776 1.505 -0.612 0.175
H 1.753 3.069 -0.321 0.342
H -0.566 2.675 0.571 0.391
H -1.179 1.878 -0.748 0.239
H -1.208 0.984 0.815 0.288
H 1.808 -0.689 0.119 0.447
H 0.271 -0.686 -0.799 0.176
H 0.193 -0.668 0.957 0.243
O -2.833 -2.621 -3.807 -0.426
S -2.332 -1.376 -2.868 0.218
Cl -1.154 -0.285 -4.207 -0.145
H -2.199 -3.287 -3.846 0.335
```

gap between HOMO and LUMO	8.977	eV
energy above the lowest of the compared OMol25 structures with the same formula, charge and spin	36.2	kcal/mol
LUMO level	-0.004	Eh
SMILES	C=C(C)C.OSCl
electronic energy	-1091.35064	Eh
2S+1	1
total charge	0

No. 7
The following is a quantum chemistry calculation of C4H9CuO3 as an isolated structure, from the OMol25 dataset.

```
17
Properties=species:S:1:pos:R:3:lowdin_spin:R:1
O -0.483 -1.444 -0.640 0.748
C 0.799 -1.039 -0.541 0.129
C 1.066 0.424 -0.852 0.002
C 2.550 0.786 -0.773 0.000
C 3.059 0.930 0.633 0.000
O 4.121 0.502 1.024 0.002
H -3.749 -0.433 1.538 0.000
H 1.429 -1.736 -1.142 0.052
H 1.117 -1.333 0.493 0.061
H 0.484 1.051 -0.157 0.000
H 0.704 0.636 -1.867 0.001
H 3.178 0.068 -1.318 0.000
H 2.388 1.479 1.335 0.000
H 2.691 1.774 -1.243 0.000
Cu -2.695 -0.704 -1.035 0.005
O -3.915 -0.096 0.633 -0.001
H -4.360 0.752 0.730 0.000
```

gap between HOMO and LUMO (spin up / spin down)	7.494 / 6.269	eV
energy above the lowest of the compared OMol25 structures with the same formula, charge and spin	4.8	kcal/mol
⟨S²⟩	0.76
LUMO level (spin up / spin down)	-0.190 / -0.235	Eh
electronic energy	-2023.64826	Eh
2S+1	2
total charge	+1

No. 8
The following is a quantum chemistry calculation of an isolated molecule of C4H9F, from the OMol25 dataset.

```
14
Properties=species:S:1:pos:R:3:mulliken_charge:R:1
C 0.869 -2.019 -0.172 -1.005
C 0.981 -0.361 0.105 -0.464
C -0.325 0.460 0.384 0.273
C -0.256 1.990 0.219 -1.099
F -1.337 -0.044 -0.505 -0.354
H 1.928 -2.434 -0.451 0.294
H 0.555 -2.658 0.651 0.329
H 0.301 -2.247 -1.083 0.284
H 1.750 -0.066 0.984 0.255
H 1.325 0.083 -0.863 0.266
H -0.758 0.270 1.325 0.274
H -1.206 2.231 0.617 0.321
H 0.405 2.481 0.962 0.320
H 0.119 2.316 -0.815 0.306
```

gap between HOMO and LUMO	12.462	eV
energy above the lowest of the compared OMol25 structures with the same formula, charge and spin	29.9	kcal/mol
LUMO level	0.042	Eh
SMILES	CC[C@@H](C)F
electronic energy	-257.62801	Eh
2S+1	1
total charge	0

No. 9
The following is a quantum chemistry calculation of a 2-piece molecular cluster, C4H9FN overall, from the OMol25 dataset.

```
15
Properties=species:S:1:pos:R:3:mulliken_charge:R:1
C 0.882 -0.039 -1.323 -0.567
C -0.074 -1.150 -0.886 -0.614
C 0.056 0.009 -0.018 -0.031
C -0.696 0.973 0.644 0.031
N -0.553 2.234 0.548 -0.213
F 0.000 -1.805 1.565 -0.423
H 1.870 -0.283 -1.151 0.316
H 0.702 0.378 -2.267 0.319
H -0.924 -1.261 -1.502 0.305
H 0.323 -2.019 -0.521 0.228
H -1.441 0.560 1.299 0.395
H 0.659 -0.360 0.809 0.284
H 0.395 2.372 0.136 0.309
H -1.146 3.067 0.687 0.287
H -0.051 -2.675 1.981 0.376
```

gap between HOMO and LUMO	10.515	eV
energy above the lowest of the compared OMol25 structures with the same formula, charge and spin	60.3	kcal/mol
LUMO level	-0.171	Eh
electronic energy	-312.08043	Eh
2S+1	1
total charge	+1

No. 10
The following is a quantum chemistry calculation of C4H9FN2 as an isolated structure, from the OMol25 dataset.

```
16
Properties=species:S:1:pos:R:3:mulliken_charge:R:1
C 1.115 0.114 0.393 0.153
C 0.162 -1.055 0.054 -0.649
C -1.056 -0.172 0.361 0.154
C -0.109 0.890 -0.176 -0.301
H 2.602 1.081 -0.620 0.276
H 3.117 -0.458 0.041 0.265
H 1.395 0.358 1.492 0.265
H 0.121 -2.030 0.693 0.315
H 0.101 -1.416 -1.000 0.226
H -1.457 0.009 1.419 0.314
H -2.675 0.652 -0.387 0.250
H -2.883 -0.875 -0.090 0.236
H -0.257 0.896 -1.278 0.324
N 2.327 -0.015 -0.490 -0.712
N -2.226 -0.207 -0.486 -0.736
F -0.277 2.226 0.075 -0.379
```

gap between HOMO and LUMO	10.581	eV
energy above the lowest of the compared OMol25 structures with the same formula, charge and spin	51.8	kcal/mol
LUMO level	0.039	Eh
electronic energy	-367.10807	Eh
2S+1	1
total charge	0

Strongest force on any atom for the records above, in order: 4.4; 7.2; 6.2; 1.0; 3.0; 5.2; 1.2; 2.8; 3.6; 5.0 eV/Å
M for the records above, in order: 687.01; 136.58; 136.58; 152.65; 108.57; 140.63; 168.66; 76.11; 90.12; 104.13 u